Below is C49H56As2CrN2P2Si as an isolated structure, with properties calculated with the ωB97M-V functional and the def2-TZVPD basis.

Values from the calculation:
charge: +3
⟨S²⟩: 4.025
maximum force: 0.4 eV/Å
HOMO-LUMO gap (spin up / spin down): 7.14 / 7.54 eV
multiplicity: 4
E: -8497.7172 Ha

The geometry in XYZ format:
```
113
Properties=species:S:1:pos:R:3:forces:R:3
Cr 0.117273 -0.620781 -0.015767 -0.108 0.153 -0.317
C 0.217125 -3.269190 2.843999 -0.037 0.001 0.045
Si -0.152029 -1.509018 2.316331 0.101 -0.049 -0.016
C 0.858248 -0.345825 3.400509 0.021 -0.066 0.071
C 1.375432 -0.732488 4.639925 0.022 -0.009 0.025
C 1.886907 0.208126 5.522090 -0.010 -0.017 0.010
C 1.854892 1.560476 5.200736 -0.006 0.021 -0.030
C 1.349423 1.967316 3.976779 0.028 -0.005 0.034
C 0.900219 1.011313 3.065336 -0.047 0.017 0.013
P 0.161363 1.462944 1.481804 0.036 -0.206 -0.137
C -1.243955 2.507755 1.964732 -0.038 0.094 0.031
C -1.526039 3.738448 1.377121 -0.040 0.017 0.089
C -2.586105 4.504337 1.841961 0.070 0.008 -0.018
C -3.374962 4.048100 2.885284 -0.008 -0.027 0.049
C -3.096213 2.822410 3.477099 -0.012 0.042 0.001
C -2.032784 2.058047 3.027757 0.009 0.012 0.017
C 1.309729 2.602872 0.621921 0.059 0.011 0.049
C 0.927759 3.110340 -0.625260 0.022 0.020 -0.024
C 1.718931 4.041983 -1.283981 -0.001 0.001 0.005
C 2.911979 4.473008 -0.706377 0.031 0.008 -0.006
C 3.331722 3.924244 0.500780 -0.018 -0.007 -0.027
C 2.538425 2.988076 1.157638 -0.048 0.019 -0.019
C -1.984825 -1.256462 2.673164 -0.034 0.011 0.043
C -2.464310 -1.540288 3.956679 0.006 -0.020 0.011
C -3.817297 -1.479562 4.247521 -0.004 -0.005 0.001
C -4.731667 -1.174648 3.244673 0.009 0.006 -0.009
C -4.282203 -0.895023 1.966438 -0.027 -0.016 0.024
C -2.912620 -0.893313 1.691819 0.009 -0.046 -0.007
P -2.322578 -0.495086 0.030816 0.026 0.124 0.063
C -3.247520 -1.639192 -1.029420 -0.044 0.042 -0.039
C -3.266811 -2.989992 -0.677308 0.004 -0.024 0.016
C -3.987177 -3.897488 -1.436720 0.017 0.003 0.017
C -4.694397 -3.463390 -2.552197 0.008 -0.011 0.000
C -4.684476 -2.120606 -2.901832 0.009 -0.018 -0.014
C -3.963245 -1.206149 -2.144096 0.005 0.003 0.001
C -2.889983 1.161845 -0.455419 -0.099 -0.022 0.054
C -2.224887 1.784057 -1.509866 -0.061 0.012 -0.045
C -2.665239 3.001469 -2.009574 0.001 -0.020 -0.026
C -3.775460 3.615563 -1.448607 -0.017 0.009 -0.001
C -4.425640 3.018157 -0.377792 0.007 -0.028 -0.039
C -3.987505 1.799784 0.119489 -0.017 -0.053 -0.063
H -0.114881 -3.390256 3.879212 0.003 0.019 0.000
H 1.276089 -3.530227 2.816895 -0.004 0.007 -0.005
H -0.347764 -3.994127 2.256716 0.011 0.011 -0.001
H 1.362569 -1.775115 4.934829 -0.001 -0.002 -0.002
H 2.281234 -0.106364 6.479462 0.005 -0.009 -0.005
H 2.213215 2.294889 5.909605 -0.004 0.002 -0.003
H 1.290035 3.024669 3.745800 0.000 0.000 -0.008
H -0.923384 4.131818 0.573728 0.032 0.007 -0.040
H -2.784964 5.466921 1.389291 -0.006 -0.003 0.004
H -4.194477 4.653088 3.250028 -0.002 -0.001 0.005
H -3.691988 2.469988 4.308701 -0.008 0.001 0.001
H -1.811624 1.124678 3.529497 0.019 0.051 -0.032
H -0.014895 2.809113 -1.067943 0.053 0.027 0.038
H 1.380809 4.468754 -2.220394 0.006 0.000 0.008
H 3.484658 5.270208 -1.169602 -0.009 -0.033 -0.012
H 4.252276 4.260557 0.961997 -0.001 0.005 0.009
H 2.870316 2.589514 2.105703 0.007 -0.012 0.027
H -1.773555 -1.819553 4.745307 0.002 0.006 0.000
H -4.167016 -1.700615 5.247405 0.005 0.003 0.003
H -5.792034 -1.169851 3.458695 -0.001 -0.002 -0.002
H -5.001190 -0.702791 1.179074 0.004 -0.012 0.001
H -2.749128 -3.330576 0.214244 0.011 0.010 -0.003
H -4.013393 -4.940171 -1.149047 -0.004 -0.002 -0.008
H -5.267196 -4.170878 -3.136645 -0.002 0.005 -0.001
H -5.255522 -1.778673 -3.754856 0.004 0.000 0.000
H -3.994319 -0.156481 -2.407717 0.028 0.012 0.002
H -1.358053 1.309103 -1.955868 0.009 -0.090 -0.053
H -2.154751 3.462549 -2.846209 0.002 0.010 0.003
H -4.131225 4.558791 -1.841500 0.000 -0.002 -0.002
H -5.282385 3.500631 0.073417 -0.001 0.002 0.000
H -4.502620 1.360701 0.960710 0.006 0.017 0.007
C -0.361182 -0.178920 -4.126022 0.023 -0.019 0.016
As 0.069645 -1.329987 -2.624302 -0.016 -0.023 0.145
C -0.904860 -2.939137 -3.114065 0.019 0.058 -0.030
C 1.856616 -1.980257 -3.014835 0.009 -0.001 -0.071
C 2.382374 -1.976640 -4.304251 0.005 0.001 0.011
C 3.595349 -2.600763 -4.566884 -0.021 0.014 -0.012
C 4.276427 -3.254248 -3.548657 0.016 0.000 0.010
C 3.754556 -3.263334 -2.262124 0.038 0.000 -0.002
C 2.554602 -2.613052 -1.988275 0.025 -0.008 -0.006
As 1.810171 -2.609271 -0.197184 0.060 -0.011 0.143
C 3.391552 -2.508790 0.934479 -0.006 -0.060 -0.043
C 1.283343 -4.476812 -0.045829 0.033 0.018 0.004
H -0.272739 -0.745034 -5.051876 0.001 0.018 -0.002
H 0.299604 0.686080 -4.156406 -0.008 0.005 0.010
H -1.391983 0.154829 -4.023448 -0.025 0.008 0.015
H -0.464274 -3.314716 -4.036752 -0.034 -0.016 -0.001
H -1.956003 -2.707544 -3.263485 -0.052 0.006 0.009
H -0.811045 -3.688371 -2.332093 0.010 -0.011 0.001
H 1.845406 -1.507913 -5.119902 0.005 0.003 0.004
H 3.993147 -2.602557 -5.573235 0.001 0.001 0.001
H 5.205889 -3.767183 -3.758155 -0.003 -0.001 -0.001
H 4.293275 -3.785558 -1.478954 -0.013 0.008 0.013
H 3.817114 -3.500955 1.077159 0.014 0.008 0.001
H 3.121509 -2.089119 1.902153 -0.005 -0.007 0.008
H 4.133078 -1.870004 0.456977 -0.002 0.013 0.013
H 1.986079 -5.066048 -0.632497 -0.009 -0.011 -0.003
H 0.277037 -4.621688 -0.433011 -0.007 0.000 -0.001
H 1.319432 -4.791441 0.992394 0.000 -0.014 -0.035
N 5.081760 2.556834 -2.379910 -0.024 -0.022 0.021
C 5.354280 1.150250 -1.897396 -0.002 0.091 0.025
C 4.109793 0.276372 -1.982610 0.033 -0.059 -0.051
N 3.055936 0.565004 -1.017653 -0.005 0.043 0.094
H 5.935693 3.118770 -2.391899 0.015 0.017 0.019
H 4.401146 3.031382 -1.769114 -0.033 0.034 0.007
H 4.702597 2.555057 -3.328822 0.020 0.000 -0.028
H 5.704078 1.251112 -0.870127 0.037 -0.042 -0.010
H 6.166795 0.761519 -2.508676 -0.035 -0.033 -0.028
H 4.448783 -0.751693 -1.853514 -0.012 -0.017 0.041
H 3.688597 0.304774 -2.991435 0.001 0.030 -0.002
H 2.614754 1.465107 -1.175717 -0.020 -0.006 -0.051
H 3.427331 0.591482 -0.072766 -0.021 -0.030 0.012
```
Positions in Å, forces in eV/Å.